Here is the molecule C20H23N5O3S2 from OMol25. Energies are from ωB97M-V/def2-TZVPD.

As for the energy relative to the best compared isomer or geometry (same formula, charge and spin): 1.186 eV. As for the SMILES: CCn1c(SCC(=O)Nc2sc3c(c2C(N)=O)CC[C@H](C)C3)nnc1-c1ccco1. The value obtained for the largest force on an atom is 0.027 Eh/bohr. As for the HOMO-LUMO gap: 8.237 eV. The HOMO energy comes out at -7.67 eV.

Atoms and positions in Å:
C 1.810 -3.908 2.013
C 0.727 -3.248 1.168
N 0.115 -2.155 1.877
C -1.033 -2.192 2.619
S -2.054 -3.612 2.719
C -3.355 -3.096 1.515
C -2.625 -2.411 0.388
O -1.974 -3.001 -0.455
N -2.645 -1.060 0.460
C -1.743 -0.284 -0.226
S -0.695 -0.948 -1.423
C 0.062 0.605 -1.603
C -0.446 1.548 -0.762
C -1.492 1.042 0.060
C -2.215 1.673 1.174
N -1.614 2.741 1.752
O -3.300 1.259 1.562
C 0.059 2.944 -0.941
C 0.049 3.246 -2.447
C 0.864 2.252 -3.297
C 0.123 1.955 -4.599
C 1.159 0.931 -2.547
N -1.282 -1.024 3.147
N -0.314 -0.193 2.770
C 0.532 -0.863 2.010
C 1.679 -0.256 1.405
C 2.122 1.038 1.531
C 3.268 1.138 0.715
C 3.438 -0.092 0.154
O 2.486 -0.940 0.566
H 1.386 -4.286 2.941
H 2.244 -4.738 1.463
H 2.598 -3.196 2.251
H 1.142 -2.861 0.235
H -0.060 -3.967 0.928
H -3.823 -4.023 1.191
H -4.062 -2.443 2.021
H -3.189 -0.511 1.141
H -0.624 2.868 1.635
H -2.022 3.058 2.617
H -0.575 3.666 -0.428
H 1.079 3.027 -0.554
H 0.418 4.259 -2.615
H -0.992 3.216 -2.774
H 1.828 2.706 -3.548
H -0.804 1.425 -4.389
H -0.116 2.879 -5.121
H 0.731 1.338 -5.257
H 2.086 1.053 -1.975
H 1.313 0.122 -3.260
H 1.680 1.792 2.147
H 3.882 2.003 0.567
H 4.173 -0.476 -0.525


Here is a cluster of 2 separate species, C20H23N5O5S2 in total from OMol25. Energies are from ωB97M-V/def2-TZVPD.

As for the energy relative to the best compared isomer or geometry (same formula, charge and spin): 0.000 eV. As for the SMILES: COC(=O)Nc1nc2cc(C(=O)c3cccs3)ccc2[nH]1.CNC(=O)[C@H](CS)NC(C)=O. The value obtained for the largest force on an atom is 0.056 Eh/bohr. As for the HOMO-LUMO gap: 8.616 eV. The HOMO energy comes out at -8.57 eV.

Atoms and positions in Å:
C 5.439 -2.806 -4.314
O 5.428 -2.957 -2.884
C 4.272 -2.587 -2.285
O 3.284 -2.161 -2.864
N 4.324 -2.764 -0.926
C 3.315 -2.557 -0.003
N 2.135 -2.030 -0.202
C 1.492 -2.055 1.026
C 0.207 -1.620 1.338
C -0.277 -1.724 2.657
C -1.644 -1.256 2.969
O -2.509 -1.328 2.101
C -2.029 -0.726 4.287
C -1.199 -0.175 5.242
C -1.920 0.264 6.426
C -3.271 0.051 6.322
S -3.715 -0.690 4.792
C 0.559 -2.310 3.635
C 1.854 -2.744 3.313
C 2.304 -2.605 2.000
N 3.461 -2.910 1.328
H 6.401 -3.135 -4.717
H 5.289 -1.757 -4.596
H 4.649 -3.410 -4.775
H 5.187 -3.164 -0.598
H -0.403 -1.197 0.546
H -0.125 -0.052 5.121
H -1.443 0.719 7.290
H -3.992 0.311 7.090
H 0.203 -2.448 4.652
H 2.491 -3.190 4.070
H 4.278 -3.348 1.735
C -1.206 3.595 -4.196
N -0.588 4.151 -2.993
C -0.974 4.057 -1.714
O -0.364 4.739 -0.896
C -2.130 3.132 -1.236
C -2.026 2.774 0.257
S -0.531 1.786 0.564
N -2.287 1.868 -1.967
C -3.302 1.570 -2.775
C -3.333 0.164 -3.327
O -4.170 2.373 -3.089
H -0.781 4.072 -5.080
H -1.015 2.522 -4.257
H -2.282 3.778 -4.188
H 0.200 4.765 -3.130
H -3.041 3.719 -1.366
H -1.987 3.688 0.852
H -2.906 2.200 0.554
H 0.337 2.781 0.326
H -1.629 1.137 -1.744
H -4.108 0.099 -4.090
H -3.556 -0.530 -2.518
H -2.367 -0.081 -3.765


Here is the molecule C20H23NO5 from OMol25. Energies are from ωB97M-V/def2-TZVPD.

As for the energy relative to the best compared isomer or geometry (same formula, charge and spin): 18.502 eV. As for the SMILES: COc1cccc(OC)c1C(=O)OCC(=O)NCCCc1ccccc1. The value obtained for the largest force on an atom is 0.350 Eh/bohr. As for the HOMO-LUMO gap: 8.973 eV. The HOMO energy comes out at -8.43 eV.

Atoms and positions in Å:
C -5.230 -2.233 0.997
O -3.870 -1.537 0.661
C -3.932 -0.336 0.378
C -5.074 0.353 0.179
C -4.981 1.789 0.120
C -3.761 2.295 0.035
C -2.571 1.622 -0.189
O -1.391 2.142 -0.197
C -0.950 3.322 -0.231
C -2.766 0.264 0.111
C -1.476 -0.685 0.330
O -0.695 -0.302 1.165
O -1.642 -1.525 -0.679
C -0.474 -2.763 -0.607
C 0.805 -2.119 -0.845
O 1.906 -2.915 -0.722
N 0.821 -0.973 -1.549
C 2.022 -0.169 -1.921
C 2.063 1.169 -1.499
C 2.246 1.171 0.287
C 3.697 0.841 0.219
C 4.054 -0.631 0.772
C 5.275 -1.242 1.061
C 6.341 0.018 0.997
C 5.964 1.142 0.824
C 4.785 1.541 0.501
H -5.637 -1.804 1.773
H -4.934 -3.428 1.153
H -5.899 -2.069 -0.073
H -6.011 0.035 0.524
H -5.636 2.454 0.004
H -3.684 3.536 -0.413
H -1.549 4.008 0.721
H -1.569 3.778 -1.271
H 0.003 3.363 -0.406
H -0.356 -2.835 0.577
H -0.819 -3.438 -1.246
H 0.091 -0.310 -1.781
H 2.059 -0.109 -2.866
H 2.887 -0.778 -1.709
H 2.813 1.826 -1.709
H 1.170 1.809 -1.576
H 2.184 2.323 0.559
H 1.595 0.459 0.381
H 3.137 -1.442 0.811
H 5.438 -2.218 1.286
H 7.345 -0.419 1.270
H 6.818 1.873 0.559
H 4.563 2.725 0.134


Here is a structure of composition C20H24BCl3F3N8O5Pm from OMol25. Energies are from ωB97M-V/def2-TZVPD.

As for the energy relative to the best compared isomer or geometry (same formula, charge and spin): 0.348 eV. As for the multiplicity: 5. The value obtained for the largest force on an atom is 0.026 Eh/bohr. As for the HOMO-LUMO gap (alpha / beta): 7.678 / 7.697 eV. The HOMO energy (alpha / beta) comes out at -7.70 / -7.72 eV.

Atoms and positions in Å:
Pm 0.831 -0.458 -0.588
Cl -2.314 -6.474 -3.783
C -1.343 -5.354 -2.894
C -1.925 -4.149 -2.455
C -1.112 -3.267 -1.746
Cl -1.743 -1.735 -1.194
C 0.241 -3.506 -1.441
O 0.943 -2.653 -0.780
C 0.764 -4.755 -1.918
Cl 2.413 -5.125 -1.578
C -0.024 -5.661 -2.637
H -2.958 -3.910 -2.663
H 0.398 -6.591 -2.990
B 4.177 -1.102 -0.923
N 3.940 -0.658 0.555
C 4.830 -0.591 1.549
C 4.168 -0.224 2.712
C 2.840 -0.087 2.318
N 2.707 -0.363 1.018
N 3.831 0.095 -1.860
C 4.633 0.809 -2.651
C 3.857 1.667 -3.415
C 2.551 1.395 -3.017
N 2.541 0.443 -2.077
H 5.340 -1.385 -1.055
H 3.414 -1.999 -1.176
H 5.872 -0.803 1.370
H 4.586 -0.076 3.694
H 1.995 0.236 2.908
H 5.702 0.663 -2.629
H 4.184 2.375 -4.159
H 1.627 1.823 -3.368
N -0.415 -1.252 1.629
C -1.311 -0.096 1.832
C -2.262 -0.266 3.018
C -3.186 0.908 3.372
C -4.043 1.440 2.215
N -3.319 2.240 1.231
C -2.739 3.394 1.506
N -3.027 4.052 2.638
N -1.915 3.945 0.611
C -0.384 1.147 1.846
O -0.335 1.884 2.830
O 0.272 1.313 0.754
H -0.943 -2.109 1.535
H 0.184 -1.359 2.440
H -1.908 -0.016 0.927
H -1.677 -0.528 3.902
H -2.901 -1.125 2.786
H -2.580 1.708 3.792
H -3.878 0.567 4.144
H -4.873 2.032 2.607
H -4.484 0.609 1.664
H -3.030 1.801 0.358
H -3.496 3.555 3.374
H -2.412 4.790 2.931
H -1.506 3.316 -0.067
H -1.319 4.696 0.911
F -0.454 3.464 -2.773
C -1.476 2.592 -2.923
F -2.602 3.229 -2.577
F -1.558 2.269 -4.211
C -1.208 1.354 -2.024
O -1.875 1.284 -0.981
O -0.306 0.583 -2.422


Here is a cluster of 3 separate species, C20H24BF3O11 in total from OMol25. Energies are from ωB97M-V/def2-TZVPD.

As for the SMILES: CC[C@@]1(CB(O)O)[C@H](COc2ccccc2)OC(=O)[C@H]1F.O=C1OC[C@@H](F)O1.O=C1OC[C@@H](F)O1. The value obtained for the largest force on an atom is 0.030 Eh/bohr. As for the HOMO-LUMO gap: 9.130 eV. The HOMO energy comes out at -8.86 eV.

Atoms and positions in Å:
C 1.882 1.944 3.601
C 1.498 0.954 2.481
C 0.393 -0.006 2.862
C -1.035 0.581 3.066
B -1.278 2.086 2.657
O -1.877 2.944 3.563
O -0.910 2.604 1.419
C 0.323 -1.127 1.796
C -0.359 -0.829 0.475
O 0.646 -0.667 -0.519
C 0.339 -1.151 -1.764
C 1.366 -1.764 -2.480
C 1.157 -2.240 -3.769
C -0.096 -2.101 -4.361
C -1.122 -1.501 -3.638
C -0.915 -1.019 -2.348
O -0.137 -2.321 2.442
C 0.574 -2.343 3.603
O 0.989 -3.317 4.106
C 0.703 -0.886 4.083
F 1.957 -0.720 4.638
H 1.144 1.960 4.395
H 1.904 2.953 3.189
H 2.867 1.745 3.996
H 1.260 1.468 1.559
H 2.376 0.352 2.263
H -1.363 0.489 4.095
H -1.750 -0.001 2.486
H -2.743 3.234 3.257
H -0.268 3.309 1.556
H 1.362 -1.336 1.527
H -0.925 0.100 0.560
H -1.051 -1.632 0.231
H 2.340 -1.855 -2.020
H 1.975 -2.696 -4.298
H -0.241 -2.458 -5.368
H -2.084 -1.394 -4.114
H -1.724 -0.540 -1.817
H -0.022 -0.814 4.891
O -4.199 1.747 1.472
C -4.386 0.708 0.935
O -5.339 0.475 0.007
C -5.140 -0.842 -0.522
C -4.367 -1.514 0.590
F -3.481 -2.423 0.123
O -3.661 -0.425 1.164
H -4.547 -0.780 -1.436
H -6.092 -1.319 -0.738
H -4.987 -1.982 1.357
O 4.851 -1.068 -4.384
C 4.456 0.044 -4.292
O 5.164 1.080 -3.778
C 4.402 2.277 -3.962
C 2.997 1.734 -4.093
F 2.236 2.484 -4.928
O 3.217 0.463 -4.675
H 4.720 2.777 -4.877
H 4.530 2.948 -3.117
H 2.467 1.609 -3.147


Here is a structure of composition C20H24BeCl2N4O2S3 from OMol25. Energies are from ωB97M-V/def2-TZVPD.

As for the energy relative to the best compared isomer or geometry (same formula, charge and spin): 0.804 eV. The value obtained for the largest force on an atom is 0.035 Eh/bohr. As for the HOMO-LUMO gap: 8.024 eV. The HOMO energy comes out at -7.78 eV.

Atoms and positions in Å:
Be 1.204 0.140 0.303
Cl 2.955 -0.044 -0.892
C 3.695 -1.407 -0.143
C 4.948 -1.806 -0.567
C 5.521 -2.940 -0.023
C 4.809 -3.696 0.895
C 3.565 -3.273 1.320
Cl 2.679 -4.252 2.419
C 2.990 -2.073 0.862
S 1.537 -1.468 1.574
H 5.454 -1.224 -1.320
H 6.507 -3.249 -0.331
H 5.203 -4.630 1.267
O 2.956 3.474 0.751
C 1.935 4.339 0.573
C 2.237 5.681 0.348
C 1.238 6.615 0.170
C -0.095 6.227 0.215
C -0.407 4.907 0.456
C 0.589 3.945 0.630
C 0.192 2.543 0.826
O 1.067 1.593 0.532
N -1.022 2.343 1.180
N -1.497 1.109 1.464
C -2.726 0.915 1.238
S -3.748 2.040 0.284
C -5.300 1.329 0.927
C -5.140 -0.170 0.976
S -3.535 -0.535 1.790
H 2.573 2.584 0.849
H 3.275 5.967 0.318
H 1.490 7.651 -0.001
H -0.882 6.951 0.058
H -1.429 4.571 0.513
H -6.112 1.621 0.262
H -5.461 1.749 1.922
H -5.129 -0.602 -0.025
H -5.917 -0.646 1.571
C -0.515 -4.006 -2.108
C -1.061 -2.789 -1.361
C -1.395 -3.186 0.082
C -2.311 -2.269 -2.082
N 0.040 -1.821 -1.314
N -0.263 -0.562 -0.699
H -1.250 -4.806 -2.106
H 0.381 -4.366 -1.613
H -0.275 -3.765 -3.143
H -1.907 -4.145 0.103
H -2.035 -2.453 0.569
H -0.476 -3.263 0.656
H -3.026 -3.080 -2.175
H -2.070 -1.916 -3.083
H -2.782 -1.463 -1.525
H 0.419 -1.647 -2.240
H -0.822 -0.775 0.130
H -0.868 0.031 -1.283


Here is a structure of composition C20H24Br2ClF9O7SSi2 from OMol25. Energies are from ωB97M-V/def2-TZVPD.

The value obtained for the largest force on an atom is 0.081 Eh/bohr. As for the HOMO-LUMO gap: 8.900 eV. The HOMO energy comes out at -8.94 eV.

Atoms and positions in Å:
C 5.966 -4.722 4.753
C 5.736 -3.830 3.941
Si 5.079 -2.486 2.754
C 4.226 -1.197 3.835
C 3.858 -0.134 4.328
C 6.538 -1.788 1.726
C 6.443 -2.242 0.195
C 7.647 -1.748 -0.702
F 8.813 -2.523 -0.591
Br 7.060 -1.878 -2.601
C 8.055 -0.217 -0.476
F 8.888 0.133 -1.561
F 8.822 -0.019 0.672
Br 6.544 1.039 -0.509
O 4.042 -3.300 1.655
Si 2.683 -2.386 1.170
Cl 1.063 -2.590 2.543
C 3.037 -0.575 0.739
C 2.093 0.030 -0.368
C 0.734 -0.157 -0.471
S 1.977 -3.355 -0.689
C 2.688 -5.075 -0.657
O 0.502 -3.372 -0.781
O 2.596 -2.721 -1.895
H 5.854 -5.654 5.369
H 3.683 0.818 4.897
H 7.492 -2.213 2.166
H 6.550 -0.654 1.842
H 6.484 -3.381 0.179
H 5.461 -1.956 -0.276
H 2.861 0.028 1.694
H 4.133 -0.402 0.489
H 2.590 0.644 -1.182
H 0.301 -0.197 -1.518
H 0.022 -0.321 0.380
H 2.550 -5.558 -1.672
H 2.304 -5.690 0.203
H 3.813 -4.921 -0.547
C -5.877 1.971 1.099
C -4.713 1.567 1.982
O -3.491 1.502 1.226
C -2.906 2.677 0.955
O -3.327 3.746 1.299
C -1.602 2.457 0.185
F -1.752 1.599 -0.842
F -0.635 1.947 0.978
F -1.112 3.592 -0.337
H -5.958 1.298 0.243
H -6.811 1.948 1.660
H -5.740 2.977 0.700
H -4.886 0.566 2.380
H -4.599 2.239 2.836
C -7.720 4.493 -4.602
C -7.633 2.998 -4.372
O -7.718 2.684 -2.972
C -8.948 2.717 -2.437
O -9.949 2.979 -3.042
C -8.896 2.325 -0.960
F -7.921 2.974 -0.291
F -8.661 1.007 -0.799
F -10.042 2.589 -0.315
H -6.958 5.014 -4.017
H -7.581 4.729 -5.657
H -8.687 4.887 -4.285
H -6.664 2.631 -4.715
H -8.399 2.456 -4.933


Here is a structure of composition C20H24BrN2O4PRuS2 from OMol25. Energies are from ωB97M-V/def2-TZVPD.

As for the energy relative to the best compared isomer or geometry (same formula, charge and spin): 1.295 eV. As for the multiplicity: 2. The total charge is +1. The value obtained for the largest force on an atom is 0.061 Eh/bohr. As for the HOMO-LUMO gap (alpha / beta): 6.201 / 5.923 eV. The HOMO energy (alpha / beta) comes out at -10.44 / -10.44 eV.

Atoms and positions in Å:
Ru -0.510 -0.616 0.067
O -1.403 -0.107 -4.009
C -0.204 0.354 -4.429
C -0.175 0.952 -5.690
C 0.998 1.457 -6.210
C 2.181 1.371 -5.482
C 2.153 0.776 -4.238
C 0.975 0.272 -3.681
C 1.084 -0.379 -2.318
O -0.139 -0.878 -1.836
N 1.624 0.625 -1.357
N 1.320 0.380 -0.061
C 2.039 0.783 0.920
C 1.630 0.607 2.298
Br -0.149 -0.105 2.571
C 2.332 0.925 3.388
C 3.715 1.419 3.408
C 4.043 2.450 4.290
C 5.333 2.950 4.331
C 6.317 2.408 3.515
C 6.009 1.356 2.663
C 4.716 0.862 2.609
H -1.291 -0.453 -3.106
H -1.104 1.007 -6.241
H 0.994 1.915 -7.190
H 3.109 1.750 -5.886
H 3.087 0.677 -3.691
H 1.777 -1.230 -2.374
H 2.577 0.927 -1.521
H 2.981 1.294 0.744
H 1.842 0.836 4.352
H 3.281 2.866 4.938
H 5.575 3.759 5.007
H 7.327 2.792 3.558
H 6.782 0.909 2.053
H 4.495 0.008 1.980
C -4.281 1.242 2.443
C -5.314 0.937 1.386
O -4.762 0.720 0.047
P -3.378 0.060 -0.302
S -2.155 -1.986 0.288
S -1.740 1.264 -0.068
O -3.500 -0.260 -1.825
C -4.464 -1.223 -2.370
C -5.640 -0.495 -2.968
H -4.801 1.465 3.375
H -3.673 2.105 2.177
H -3.626 0.387 2.628
H -6.004 1.766 1.250
H -5.885 0.042 1.626
H -4.753 -1.916 -1.576
H -3.898 -1.769 -3.120
H -6.207 0.039 -2.207
H -6.299 -1.219 -3.449
H -5.300 0.213 -3.722